# 1
This record from OMol25 describes the molecule C5H8N2S. The level of theory is ωB97M-V/def2-TZVPD.

The geometry in XYZ format:
```
16
Properties=species:S:1:pos:R:3:forces:R:3:mulliken_charge:R:1
S -1.354 -0.827 1.961 1.6 -1.3 0.2 -0.115
N -0.967 -1.289 -1.809 0.5 0.0 0.6 -0.636
N -0.528 -0.789 0.468 0.0 -0.8 0.6 0.058
C 0.756 -0.158 0.245 0.0 0.2 -0.1 0.381
C -1.173 -1.466 -0.563 -0.3 0.0 -1.5 0.083
C -0.310 2.038 -0.261 -0.6 1.3 0.2 -0.746
C 0.730 1.241 -0.164 0.8 0.3 0.3 -0.084
C 1.949 -0.750 0.379 -0.9 -0.9 0.4 -0.963
H -1.329 1.701 -0.101 0.0 0.0 -0.1 0.241
H -1.953 -2.197 -0.265 0.5 0.6 0.1 0.380
H -0.217 -0.590 -1.944 -0.4 -0.3 -0.1 0.291
H -2.067 0.241 1.852 -0.9 1.4 -0.3 0.102
H 2.852 -0.181 0.205 0.0 -0.1 -0.1 0.270
H 2.040 -1.797 0.691 0.0 0.5 -0.1 0.294
H 1.709 1.694 -0.296 0.0 -0.1 0.0 0.199
H -0.138 3.128 -0.399 -0.3 -1.0 -0.2 0.244
```
Forces are in eV/Å.

Properties
SMILES string: [H]/N=C\N(S)C(=C)C=C
relative energy (zero: lowest compared OMol25 entry of this formula, charge and spin): 244.5 kJ/mol
net charge: 0

=====

# 2
This record from OMol25 describes the molecule C5H8N2S. The level of theory is ωB97M-V/def2-TZVPD.

The geometry in XYZ format:
```
16
Properties=species:S:1:pos:R:3:forces:R:3:mulliken_charge:R:1
S -1.782 0.122 -0.413 0.3 -0.2 0.1 -0.054
N 1.582 0.821 0.619 0.0 0.3 0.6 -0.564
N -1.303 -1.000 0.803 -0.4 0.2 -0.2 -0.503
C -0.092 0.692 -0.705 0.2 0.7 -0.2 -0.029
C -0.049 -1.104 0.899 0.7 0.1 0.2 -0.238
C 1.751 -1.210 -0.874 -0.3 -0.4 0.3 -1.475
C 0.478 1.769 0.269 0.2 -0.8 0.0 -0.604
C 0.874 -0.296 -0.012 -0.2 -0.8 -0.6 0.821
H -0.201 1.986 1.084 -0.2 0.0 0.2 0.275
H 1.136 -1.898 -1.491 0.3 0.4 0.4 0.329
H 1.747 0.703 1.624 -0.1 0.1 -0.4 0.282
H 0.843 2.693 -0.152 0.0 0.3 -0.3 0.300
H 0.092 0.914 -1.767 -0.1 -0.2 0.4 0.322
H 2.419 -1.816 -0.236 -0.3 0.2 -0.2 0.335
H 2.372 -0.615 -1.535 0.1 0.1 0.0 0.394
H 0.376 -1.777 1.653 -0.1 0.1 -0.2 0.408
```
Forces are in eV/Å.

Properties
SMILES string: C[C@]12C=NS[C@H]1CN2
relative energy (zero: lowest compared OMol25 entry of this formula, charge and spin): 155.4 kJ/mol
net charge: 0

=====

# 3
This record from OMol25 describes the molecule C5H8N2S. The level of theory is ωB97M-V/def2-TZVPD.

The geometry in XYZ format:
```
16
Properties=species:S:1:pos:R:3:forces:R:3:mulliken_charge:R:1
S 2.216 2.784 1.212 0.2 0.1 0.1 -0.275
N 0.328 -1.049 -1.220 -0.2 0.4 0.1 -0.085
N -0.974 -0.141 0.492 -0.6 -1.8 -0.7 -0.315
C -0.771 -1.059 -0.392 -0.6 1.3 1.7 -0.044
C 1.361 1.612 0.482 0.4 0.5 0.1 -0.379
C -2.166 -0.320 1.354 1.4 0.5 0.4 -1.008
C 1.872 0.878 -0.638 -0.2 -0.5 -0.2 -0.294
C 1.386 -0.176 -1.342 0.8 0.4 -0.1 -0.119
H -1.853 -0.564 2.394 -0.1 0.3 -0.6 0.270
H 2.850 1.214 -0.960 -0.1 0.1 -0.2 0.294
H -1.467 -1.916 -0.521 0.6 0.4 -0.1 0.243
H -2.821 -1.099 1.032 -0.5 -0.7 -0.4 0.388
H 0.348 -1.776 -1.887 -0.1 -0.7 -0.6 0.231
H 0.373 1.418 0.827 -0.5 -0.3 0.0 0.549
H -2.699 0.623 1.374 -0.2 0.1 0.1 0.294
H 2.016 -0.429 -2.207 -0.4 -0.2 0.4 0.250
```
Forces are in eV/Å.

Properties
SMILES string: C/N=C/N/C=C\C=S
relative energy (zero: lowest compared OMol25 entry of this formula, charge and spin): 186.6 kJ/mol
net charge: 0

=====

# 4
This record from OMol25 describes a structure of composition C5H8N2S. The level of theory is ωB97M-V/def2-TZVPD.

The geometry in XYZ format:
```
16
Properties=species:S:1:pos:R:3:forces:R:3:mulliken_charge:R:1
S 0.648 0.886 -1.387 -0.9 0.3 1.1 -0.154
N 3.056 0.288 0.106 -0.7 1.9 -1.0 0.311
N 2.770 1.248 -0.505 1.0 -0.7 0.7 -0.408
C -1.739 0.817 0.080 -0.2 2.1 -1.4 -1.015
C 2.586 -0.890 0.440 3.2 -3.2 2.4 -0.403
C 0.804 -0.818 -1.259 0.3 -2.7 -1.0 -0.520
C -0.270 1.230 0.206 0.7 -1.7 1.5 -0.399
C 1.654 -1.501 -0.396 -2.5 -1.3 -0.9 0.162
H -2.409 0.832 0.971 0.8 0.3 -0.6 0.322
H 0.183 0.567 1.069 -0.4 1.5 -1.7 0.259
H -2.171 1.401 -0.809 0.2 -0.7 1.5 0.254
H -1.619 -0.161 -0.265 -0.6 -1.9 -0.4 0.310
H 3.380 -1.597 1.027 -2.2 2.1 -1.2 0.249
H 0.257 -1.441 -2.040 0.7 1.0 1.2 0.360
H 1.503 -2.668 -0.312 0.6 2.6 -0.3 0.231
H -0.093 2.271 0.375 0.1 0.6 0.4 0.440
```
Forces are in eV/Å.

Properties
relative energy (zero: lowest compared OMol25 entry of this formula, charge and spin): 402.4 kJ/mol
net charge: 0

=====

# 5
This record from OMol25 describes the molecule C5H8N2S. The level of theory is ωB97M-V/def2-TZVPD.

The geometry in XYZ format:
```
16
Properties=species:S:1:pos:R:3:forces:R:3:mulliken_charge:R:1
S -1.514 0.254 -2.640 0.2 -0.2 0.5 -0.343
N -0.635 -0.122 1.215 0.3 2.2 0.3 -0.447
N -1.098 0.360 0.003 1.4 -1.7 -1.9 -0.024
C 2.598 -0.615 -0.122 0.3 -0.1 -0.2 0.177
C 1.750 -0.193 0.606 -0.4 0.4 0.7 -0.685
C 0.726 0.323 1.553 -0.1 -1.1 -0.2 0.312
C 1.022 -0.069 2.997 0.8 -0.7 -0.4 -1.265
C -0.842 -0.209 -1.215 0.3 0.0 0.9 -0.095
H -1.754 1.070 0.006 -1.5 1.6 0.3 0.162
H 2.028 0.315 3.290 -0.8 -0.4 -0.2 0.356
H 1.034 -1.191 3.002 0.0 0.9 0.6 0.297
H 0.258 0.357 3.652 0.1 -0.3 -0.1 0.354
H 0.685 1.374 1.500 0.1 1.4 -0.3 0.245
H 3.377 -0.964 -0.756 0.0 0.0 -0.1 0.420
H -0.094 -1.023 -1.110 -0.5 0.4 -0.3 0.224
H -0.706 -1.084 1.212 -0.2 -2.4 0.1 0.310
```
Forces are in eV/Å.

Properties
SMILES string: C#C[C@H](C)NNC=S
relative energy (zero: lowest compared OMol25 entry of this formula, charge and spin): 327.2 kJ/mol
net charge: 0

=====

# 6
This record from OMol25 describes the ion C5H8N3 with charge +1. The level of theory is ωB97M-V/def2-TZVPD.

The geometry in XYZ format:
```
16
Properties=species:S:1:pos:R:3:forces:R:3:mulliken_charge:R:1
N 0.719 1.166 0.947 -1.9 3.6 0.3 -0.678
N -0.295 0.803 0.330 -0.6 -6.3 -3.3 0.639
N -1.234 -1.164 -1.114 -1.0 -2.4 -0.6 -0.337
C -0.229 -0.822 -0.376 0.3 6.0 1.4 0.771
C 0.983 -1.433 -0.107 -1.6 -3.1 -0.6 -0.487
C 1.757 0.489 1.151 2.2 -2.0 1.6 -0.318
C 1.912 -0.830 0.662 -2.1 2.7 0.2 -0.250
C -1.278 1.674 -0.178 -3.1 3.7 -1.7 -0.885
H 1.032 -2.562 -0.367 0.3 2.1 0.2 0.247
H -2.303 1.245 -0.372 1.4 -0.6 0.1 0.302
H -1.382 -2.145 -1.330 0.8 -0.3 0.2 0.260
H 2.697 -1.359 0.977 3.2 -1.9 0.9 0.481
H -2.041 -0.737 -1.517 0.0 1.7 0.5 0.215
H -1.678 2.485 0.558 1.7 -1.3 -0.9 0.324
H 2.344 0.953 1.951 0.6 -0.5 -0.8 0.388
H -1.004 2.236 -1.214 -0.2 -1.4 2.5 0.330
```
Forces are in eV/Å.

Properties
SMILES string: Cn1ncccc1=[NH2+]
relative energy (zero: lowest compared OMol25 entry of this formula, charge and spin): 355.3 kJ/mol
net charge: +1

=====

# 7
This record from OMol25 describes the ion C5H8N3O3 with charge +1. The level of theory is ωB97M-V/def2-TZVPD.

The geometry in XYZ format:
```
19
Properties=species:S:1:pos:R:3:forces:R:3:mulliken_charge:R:1
O -2.766 -0.203 -0.107 -0.1 -1.3 0.3 -0.369
O -0.640 -1.898 0.323 -2.1 -0.7 -0.5 -0.547
O 2.346 1.143 0.237 4.2 2.0 0.1 -0.113
N 0.743 -0.101 0.257 3.1 0.1 0.8 0.644
N 1.113 1.119 0.479 -4.7 0.2 0.1 -0.676
N 4.196 0.002 -0.305 2.0 -0.1 0.2 -0.419
C 1.821 -0.921 0.100 1.4 2.3 -0.7 -0.496
C -3.797 0.789 -0.066 0.9 0.1 -1.7 -0.607
C -1.569 0.308 0.026 2.5 0.3 -0.6 0.240
C 2.915 -0.024 0.005 -2.5 -1.8 0.2 0.504
C -0.522 -0.572 0.200 -3.7 2.1 0.1 0.208
H 4.763 0.822 -0.076 -0.8 -0.1 -0.1 0.279
H -1.613 -2.091 0.084 2.0 0.1 0.6 0.415
H -4.647 0.362 -0.584 -0.6 -0.3 1.0 0.278
H -1.413 1.421 -0.195 -0.1 -1.7 0.6 0.335
H -3.417 1.442 -0.894 -0.7 0.9 1.5 0.303
H 1.536 -1.851 -0.215 0.5 -2.5 -0.5 0.454
H 4.790 -0.816 -0.268 -0.6 -0.3 -0.2 0.270
H -3.838 1.069 1.002 -0.7 0.7 -1.0 0.299
```
Forces are in eV/Å.

Properties
SMILES string: CO/C=C(\O)[n+]1cc(N)on1
relative energy (zero: lowest compared OMol25 entry of this formula, charge and spin): 455.9 kJ/mol
net charge: +1

=====

no.,HOMO (eV),frontier orbital gap (Ha),LUMO energy (eV)
1,-9.262,0.35632,0.43
2,-8.526,0.34694,0.92
3,-7.963,0.28647,-0.17
4,-7.866,0.30566,0.45
5,-8.470,0.33730,0.71
6,-13.589,0.31584,-4.99
7,-12.304,0.29428,-4.30